No. 1
DFT (ωB97M-V with the def2-TZVPD basis set) results for the ion C30H49N3S2 with charge +2 in a non-equilibrium geometry.

Last column: Löwdin charge in e.
CARTESIAN COORDINATES (ANGSTROEM)
C1 -0.46 -0.54 3.71  -0.1965
C2 -0.84 1.94 2.78  -0.2469
C3 2.63 4.79 -0.71  -0.0874
C4 2.64 0.86 -2.08  0.0571
H1 4.61 5.55 -1.76  0.1344
H2 0.45 1.39 4.53  0.1138
H3 0.78 0.17 -4.93  0.1422
C5 1.42 -2.11 2.85  -0.2504
H4 0.68 4.41 0.56  0.1082
N1 2.79 7.36 0.88  0.0634
H5 -4.72 0.93 0.33  0.0687
H6 0.45 -4.74 0.49  0.1222
H7 1.15 0.92 2.88  0.1000
H8 -3.50 -1.26 0.07  0.0901
H9 -3.33 -4.64 -1.76  0.1134
H10 4.68 7.83 -0.27  0.1544
H11 0.80 -0.98 -1.02  0.1001
H12 2.51 -2.35 3.15  0.1066
H13 -0.87 2.84 0.65  0.0496
C6 0.66 -3.38 2.24  -0.1698
C7 1.20 -0.26 -3.95  -0.1247
C8 1.16 -3.88 0.81  -0.1881
H14 -1.32 -0.45 4.47  0.1194
H15 -0.46 -3.10 2.18  0.0981
H16 2.22 -3.51 -4.33  0.0977
H17 0.24 2.24 -4.27  0.1522
H18 3.43 -0.89 -4.20  0.1155
H19 -4.26 0.39 2.05  0.0590
C9 -4.52 -3.20 -0.42  -0.1997
C10 -3.27 -3.55 -1.36  -0.2108
H20 0.15 1.28 0.89  0.0519
C11 1.32 3.51 -2.67  0.0690
C12 0.32 -1.82 -0.37  -0.1844
H21 -0.58 3.01 3.10  0.0927
H22 -5.49 -3.63 -0.86  0.1185
C13 0.71 -1.55 4.21  -0.1799
H23 0.33 -0.73 -3.39  0.1276
H24 0.91 6.73 1.95  0.1525
H25 -3.21 -2.89 -2.30  0.1066
C14 1.02 2.20 -3.42  0.0549
H26 2.18 -4.41 0.98  0.1413
C15 -0.82 1.82 1.18  -0.1308
H27 -5.98 0.98 1.73  0.0722
N2 1.66 0.91 -3.13  -0.0601
H28 0.77 4.47 -2.93  0.1294
C16 -1.03 -2.22 -1.18  -0.1841
H29 -1.69 1.14 0.81  0.0723
C17 -4.55 -1.58 -0.30  -0.2327
H30 2.24 -1.51 -5.47  0.1302
S1 3.37 -3.03 -2.23  0.8536
H31 1.02 -2.75 -3.18  0.0659
C18 1.70 6.47 1.17  0.0425
H32 3.14 -0.15 -1.89  0.0815
H33 -1.90 1.71 3.18  0.1101
H34 -0.83 -0.96 2.71  0.0910
H35 -6.65 -1.14 0.50  0.1132
N3 1.33 -2.89 -0.26  -0.2193
H36 -2.06 -3.32 0.60  0.1059
C19 1.55 5.15 0.39  0.0770
C20 -5.57 -1.10 0.86  -0.2338
C21 -1.87 -3.42 -0.52  -0.1930
C22 3.08 2.08 -1.20  0.0873
H37 1.48 -1.20 2.15  0.0532
H38 -5.37 -1.79 1.76  0.1100
H39 0.80 -4.24 3.01  0.1371
H40 -4.80 -1.15 -1.32  0.1179
S2 3.77 -1.64 0.41  0.6820
C23 3.81 5.77 -0.96  0.0778
C24 0.20 0.92 3.51  -0.2202
C25 2.10 -2.68 -3.53  -0.4596
C26 -5.10 0.41 1.28  -0.1398
H41 -1.29 -4.39 -0.76  0.1100
H42 -4.29 -3.64 0.62  0.1121
H43 -0.85 -2.47 -2.28  0.0892
C27 2.38 3.43 -1.50  -0.1035
C28 2.37 -1.29 -4.34  -0.1880
H44 2.85 8.24 1.40  0.1725
C29 2.71 -2.49 -0.56  -0.9962
C30 3.83 7.08 -0.09  0.0592
H45 -0.01 -1.31 0.59  0.0987
H46 -1.72 -1.29 -1.17  0.1065
H47 0.30 -2.46 4.78  0.1120
H48 3.85 1.99 -0.36  0.1336
H49 1.44 -0.95 4.86  0.1148

The charge is +2. The frontier orbital gap comes out at 5.028 eV.


No. 2
DFT (ωB97M-V with the def2-TZVPD basis set) results for a cluster of 7 separate species, C30H50BrClFN2O7PS in total in a non-equilibrium geometry.

Last column: Löwdin charge in e.
CARTESIAN COORDINATES (ANGSTROEM)
H1 -1.22 -2.65 -2.12  0.0650
H2 -6.20 -2.30 2.88  0.0826
H3 -1.54 7.75 -0.67  0.0819
Cl1 -1.40 -1.48 -4.84  0.1228
C1 -0.81 -3.73 0.80  -0.1391
C2 -0.25 -2.33 0.08  -0.0450
C3 -2.29 -4.19 0.25  -0.2662
H4 7.08 6.14 2.33  0.0849
C4 1.73 1.74 -1.64  -0.2120
H5 -8.32 -2.03 -0.82  0.0850
H6 3.52 5.56 -0.77  0.0854
P1 -0.15 -0.03 -3.89  0.6075
H7 -1.12 7.82 -2.40  0.0905
H8 0.93 2.45 -2.19  0.1073
H9 -1.04 -6.44 2.17  0.0517
H10 -8.86 -0.95 0.48  0.0861
H11 -2.07 -6.57 -3.60  0.0886
H12 3.87 3.62 3.58  0.0834
H13 -1.87 -7.37 3.43  0.0905
C5 -0.55 -1.92 -1.49  -0.0204
N1 2.18 0.78 1.61  -0.2881
H14 -2.32 -4.28 -0.92  0.1346
H15 -9.22 -2.70 0.56  0.0859
H16 0.95 9.41 -3.07  0.0879
H17 -0.27 5.11 1.14  0.0849
H18 -7.88 -2.87 2.89  0.0874
H19 -4.39 -3.76 1.12  0.0777
C6 -3.40 -3.16 0.88  -0.0741
C7 -1.13 -6.71 -3.06  -0.0191
H20 -0.75 -4.85 -5.19  0.0798
C8 4.95 3.59 3.39  -0.0208
H21 7.48 4.89 3.53  0.0860
H22 7.17 4.44 1.82  0.0874
H23 -0.74 -3.62 1.98  0.1253
C9 0.26 -7.58 3.42  -0.4922
C10 0.44 -8.83 4.23  -0.0338
O1 0.05 -4.82 -2.20  0.0302
O2 -6.15 -2.42 0.37  0.0264
C11 0.14 8.99 -1.13  -0.4775
C12 -1.05 -7.39 2.71  -0.0274
H24 0.14 10.80 -2.27  0.0872
O3 4.64 5.89 2.84  0.0329
H25 -0.31 -8.88 5.02  0.0834
H26 -0.02 -4.56 0.50  0.1218
N2 1.08 -1.53 2.52  -0.3114
Br1 4.77 -0.07 -0.71  0.5031
H27 -3.71 -2.29 0.15  0.0885
H28 2.65 7.06 -0.36  0.0731
C13 1.04 0.39 -1.01  -0.0871
H29 1.74 10.27 -1.73  0.0866
C14 -0.28 -5.47 -3.19  -0.4789
H30 -2.95 -2.76 1.90  0.0995
S1 2.10 -0.22 3.07  0.8606
C15 1.61 5.26 0.14  -0.4489
C16 -7.19 -2.18 0.98  -0.4767
H31 1.04 5.79 2.13  0.0913
H32 0.74 -4.15 -4.52  0.0778
H33 2.21 2.40 -0.79  0.0928
C17 0.12 -0.52 -2.04  -0.2979
C18 -1.20 8.41 -1.48  -0.0185
H34 -1.20 -8.20 1.99  0.0897
H35 5.15 2.85 2.61  0.0862
C19 -8.49 -1.95 0.26  -0.0265
C20 -7.21 -2.11 2.49  -0.0204
C21 0.66 -1.36 1.07  -0.1477
H36 2.46 1.43 -3.78  0.0920
H37 -1.36 -6.88 -2.00  0.0823
H38 -1.93 9.21 -1.60  0.0881
C22 3.65 -0.09 -2.42  -0.5622
H39 -7.53 -1.12 2.81  0.0872
H40 3.43 6.07 0.92  0.0600
H41 1.44 -8.83 4.68  0.0823
H42 0.36 -9.71 3.58  0.0833
C23 1.36 0.04 0.56  -0.1963
H43 4.45 -0.23 -3.29  0.0770
H44 -0.59 -7.57 -3.45  0.0872
C24 0.60 5.77 1.13  -0.0117
O4 -1.03 1.47 -4.02  -0.4040
O5 1.40 4.24 -0.52  0.0041
H45 3.75 2.18 -2.59  0.1179
O6 0.70 8.71 -0.07  0.0337
C25 0.13 -5.06 -4.58  -0.0302
H46 0.73 -5.85 -5.04  0.0866
C26 5.42 4.94 2.95  -0.4831
C27 2.88 6.05 -0.02  -0.0033
H47 5.46 3.30 4.32  0.0869
O7 1.15 -6.73 3.34  0.0492
C28 2.91 1.35 -2.70  -0.2767
H48 -1.08 1.91 -3.12  0.0587
H49 2.94 -1.03 -2.48  0.0742
H50 0.27 6.77 0.84  0.0498
F1 -2.55 -5.54 0.84  -0.1373
C29 6.88 5.11 2.64  -0.0243
C30 0.78 9.93 -2.12  -0.0229

The structure (SMILES) is C[C@H](F)Cc1cc(P(O)Cl)c(CCCBr)c2nsnc12.CC(C)=O.CC(C)=O.CC(C)=O.CC(C)=O.CC(C)=O.CC(C)=O. The frontier orbital gap comes out at 6.445 eV.


No. 3
DFT (ωB97M-V with the def2-TZVPD basis set) results for a structure of composition C30H50BrIrN3O2P.

Last column: Löwdin spin population.
CARTESIAN COORDINATES (ANGSTROEM)
H1 -4.64 -0.07 -2.82  -0.0002
C1 -3.58 -1.43 4.50  0.0004
H2 3.40 -0.16 -0.70  0.0000
N1 -3.28 0.48 1.28  0.0094
H3 -0.03 -3.17 0.27  0.0000
H4 -0.03 1.93 -1.77  -0.0002
N2 -2.42 0.53 -4.58  0.0099
H5 -1.77 1.24 -4.91  0.0002
H6 1.66 -4.72 -0.36  0.0001
C2 3.27 3.06 -1.94  0.0000
H7 2.69 -2.12 4.14  0.0000
O1 -0.83 -0.33 -0.22  0.1677
H8 -0.22 5.91 -0.53  0.0000
H9 1.24 1.14 -2.69  0.0001
C3 1.10 -4.30 -1.20  0.0002
H10 3.74 3.57 -2.78  0.0000
H11 4.83 1.56 -1.81  0.0000
Br1 -4.50 2.19 -0.32  0.0027
H12 3.05 -3.73 -1.98  0.0000
H13 -1.56 6.18 0.60  0.0000
H14 -6.24 1.74 2.28  -0.0002
C4 -0.76 3.52 0.74  0.0017
Ir1 -2.36 0.81 -0.51  0.7077
P1 0.76 -0.36 0.01  0.0145
H15 2.21 -4.89 -2.97  0.0000
H16 0.97 4.53 1.25  0.0000
H17 3.62 3.57 -1.04  0.0000
H18 1.43 1.84 0.27  -0.0001
H19 3.60 -3.12 3.02  0.0000
C5 2.84 -2.34 3.08  0.0000
C6 -5.34 1.15 2.31  -0.0007
H20 -4.23 -2.31 4.43  0.0001
C7 -3.88 -0.48 3.38  0.0009
O2 -2.05 1.17 -2.47  0.0649
C8 1.52 -2.87 -3.22  0.0001
H21 1.17 -3.71 3.00  0.0000
H22 0.04 6.82 0.96  0.0000
C9 1.54 -2.84 2.46  0.0000
C10 1.73 3.15 -2.04  0.0000
H23 3.48 1.09 -2.80  0.0000
H24 3.57 -1.31 1.33  0.0000
C11 -3.30 -0.85 -1.30  -0.0129
H25 -4.18 -1.13 -0.73  -0.0006
H26 -0.45 -2.15 1.99  0.0000
C12 0.45 -1.76 2.47  0.0004
H27 -0.39 4.78 2.34  0.0000
H28 0.19 -1.53 3.51  0.0002
C13 0.90 -0.43 1.83  0.0089
H29 -2.55 -1.77 4.47  0.0000
H30 1.73 -3.18 1.44  0.0000
C14 -3.66 -0.56 -2.75  -0.0008
C15 3.75 1.61 -1.88  0.0000
C16 1.43 -1.55 -2.42  0.0005
C17 3.32 -1.08 2.37  0.0001
H31 2.25 -2.08 -0.48  0.0004
H32 3.63 1.29 0.23  0.0000
H33 1.35 3.85 -1.29  0.0000
H34 2.14 -2.71 -4.10  0.0000
C18 1.28 -1.83 -0.91  0.0058
C19 2.06 -4.00 -2.36  0.0001
C20 -0.50 5.98 0.52  0.0003
C21 -5.04 0.29 3.37  0.0018
H35 2.60 0.94 1.98  0.0001
C22 0.35 -3.04 -0.75  0.0005
H36 -2.09 -0.92 2.22  -0.0003
H37 -5.74 0.22 4.19  0.0001
H38 -2.89 -0.04 -5.26  0.0003
H39 2.05 0.24 3.48  0.0007
C23 1.61 1.14 -0.55  -0.0004
H40 0.17 0.35 2.08  -0.0005
H41 1.43 3.54 -3.01  0.0000
C24 -2.66 0.40 -3.30  0.0042
H42 -0.53 -2.88 -1.38  0.0004
H43 4.24 -0.70 2.83  0.0001
H44 0.37 -5.06 -1.50  0.0001
H45 0.52 -3.14 -3.59  0.0001
C25 -3.02 -0.36 2.30  0.0018
H46 -3.73 -1.47 -3.36  -0.0007
C26 1.05 1.79 -1.83  -0.0002
N3 -1.29 2.61 0.31  0.0019
C27 3.15 0.90 -0.66  0.0000
H47 -2.57 -1.66 -1.23  0.0007
H48 2.32 -0.94 -2.60  0.0000
C28 2.25 0.01 2.43  0.0025
H49 -3.77 -0.96 5.46  0.0000
H50 0.57 -0.97 -2.77  0.0004
C29 -4.41 1.19 1.31  0.0047
C30 -0.11 4.71 1.29  0.0002

The charge is +3. The energy above the lowest of the compared OMol25 structures with the same formula, charge and spin comes out at 28.79 kJ/mol. The multiplicity is 2. The frontier orbital gap (alpha / beta) comes out at 8.174 / 6.013 eV.